Below is one molecule with the formula C17H20N2, with properties calculated with ωB97M-V/def2-TZVPD.

For the total energy, the calculation gives -20934.3820 eV. Its LUMO energy is 0.031 Eh. The max |F| comes out at 0.0159 hartree/bohr.

```
39
Properties=species:S:1:pos:R:3:forces:R:3:nbo_charge:R:1
C -0.277 -1.423 -1.908 0.0 0.0 -0.7 0.225
H 2.077 1.439 1.110 0.1 -0.1 0.0 0.204
H 0.656 5.041 4.819 0.0 0.1 0.0 0.215
H -1.205 -4.716 -1.942 0.0 -0.1 0.0 0.226
H -2.605 1.447 3.880 -0.1 0.0 0.0 0.212
C 0.093 -0.733 -4.191 0.0 -0.2 0.0 -0.199
H -0.613 -1.929 0.052 0.0 0.1 0.0 0.410
H -0.186 -3.998 -0.697 0.0 -0.1 0.1 0.217
N -0.306 -1.172 -0.544 -0.2 -0.7 0.2 -0.601
H 2.775 3.296 2.554 0.1 0.1 0.0 0.204
C -0.612 -2.709 -2.365 0.0 0.1 0.1 -0.055
H 1.692 3.933 5.711 0.0 0.1 0.1 0.216
H 0.418 -1.631 -6.665 0.0 0.0 -0.1 0.215
C 0.071 -0.447 -2.839 0.0 0.0 0.2 -0.259
C -0.233 -1.997 -4.657 0.1 0.0 0.0 -0.038
C -0.561 1.465 3.238 0.0 0.0 -0.1 -0.025
H 0.328 0.549 -2.514 0.0 0.1 0.0 0.206
H 2.341 4.821 4.329 0.0 0.1 0.0 0.212
N -0.149 -0.007 1.389 -0.2 -0.7 -0.4 -0.525
C -0.147 2.514 4.038 0.1 0.0 -0.1 -0.213
C -0.583 -2.966 -3.725 0.1 0.3 0.0 -0.194
C 1.837 2.794 2.746 0.0 0.1 0.1 -0.210
H -1.886 -3.525 -0.837 -0.1 0.0 0.1 0.216
C 0.011 -0.042 0.128 0.0 0.5 0.4 0.303
C 1.440 1.756 1.925 -0.2 -0.2 -0.1 -0.260
C -0.236 -2.310 -6.122 -0.1 0.0 0.0 -0.622
H 0.368 0.043 -4.890 0.0 0.1 -0.1 0.209
C -1.848 0.751 3.524 0.0 0.0 0.0 -0.635
H -2.209 0.249 2.631 -0.1 0.0 0.1 0.231
H 0.091 -3.332 -6.301 0.0 -0.1 -0.1 0.215
C 1.046 3.193 3.812 0.0 0.0 0.0 -0.017
C -0.993 -3.797 -1.402 0.0 0.1 -0.1 -0.643
C 0.241 1.082 2.152 0.3 0.6 0.2 0.184
H -1.690 -0.002 4.296 -0.1 -0.1 0.0 0.219
H 0.371 0.798 -0.472 0.0 -0.1 0.1 0.161
H -0.841 -3.957 -4.072 0.0 -0.1 0.0 0.204
H -0.772 2.815 4.869 -0.1 0.0 0.1 0.202
H -1.243 -2.204 -6.526 0.0 0.0 -0.1 0.218
C 1.460 4.315 4.717 0.0 -0.1 0.0 -0.626
```
Positions in Å, forces in eV/Å.